Entry 1:
Computed, not measured: C41H65IrN9S2Sb2 as an isolated structure, with ωB97M-V/def2-TZVPD.

Structure (XYZ):
```
120
Properties=species:S:1:pos:R:3:forces:R:3:mulliken_spin:R:1
Ir -1.064 0.096 1.390 0.421 0.502 -1.464 0.01
C -0.505 0.581 4.843 -0.002 0.130 0.003 0.00
C -0.793 1.830 4.077 -0.115 0.044 0.046 0.00
C -0.455 3.041 4.672 -0.125 0.072 -0.058 0.00
C -0.708 4.233 4.025 0.013 0.020 0.043 0.00
C -1.344 4.187 2.793 0.084 -0.054 0.066 0.00
C -1.678 2.961 2.248 -0.326 -0.245 -0.473 0.00
N -1.394 1.794 2.858 0.435 -1.074 0.269 0.00
Sb -3.034 3.148 0.560 0.034 0.475 -0.214 0.00
C -3.844 1.139 0.528 0.461 0.539 0.014 0.00
C -5.223 1.175 0.443 0.010 -0.136 -0.151 0.00
C -5.937 -0.016 0.463 -0.103 -0.038 0.027 0.00
C -5.231 -1.197 0.498 -0.008 0.105 -0.083 0.00
C -3.840 -1.185 0.554 0.065 0.111 0.045 0.00
C -3.135 -2.504 0.520 -0.141 0.012 -0.047 0.00
N -3.150 -0.014 0.622 0.349 -1.095 1.070 0.00
C -1.711 3.378 -1.167 -0.333 -0.535 0.400 0.00
C -1.275 4.664 -1.450 0.061 -0.281 -0.040 0.00
C -0.632 4.854 -2.665 0.039 0.214 0.012 0.00
C -0.467 3.781 -3.519 0.005 -0.091 -0.139 -0.01
C -0.953 2.524 -3.164 -0.056 0.331 0.308 -0.02
C -0.858 1.362 -4.106 -0.028 0.104 -0.006 0.02
N -1.570 2.335 -1.985 0.010 -0.215 -0.245 0.00
H -1.281 0.438 5.599 0.020 -0.028 0.014 0.00
H 0.444 0.675 5.369 -0.013 -0.003 0.019 0.00
H -0.466 -0.287 4.203 0.086 -0.007 0.041 0.00
H 0.000 3.031 5.653 0.018 -0.020 -0.009 0.00
H -0.445 5.179 4.481 0.009 0.000 -0.011 0.00
H -1.597 5.100 2.269 -0.058 0.010 0.042 0.00
H -5.740 2.122 0.370 0.013 0.014 0.029 0.00
H -7.019 -0.013 0.447 0.002 -0.003 -0.030 0.00
H -5.748 -2.148 0.488 0.039 -0.022 -0.031 0.00
H -3.442 -3.052 -0.371 -0.067 0.017 -0.004 0.00
H -3.423 -3.116 1.375 0.049 0.008 0.022 0.00
H -2.062 -2.387 0.513 -0.016 -0.104 -0.047 0.00
H -1.449 5.488 -0.769 -0.031 0.028 -0.030 0.00
H -0.295 5.842 -2.952 0.041 -0.019 -0.007 0.00
H 0.003 3.919 -4.485 0.005 0.017 0.013 0.00
H -1.838 1.176 -4.550 0.027 -0.047 -0.018 0.00
H -0.536 0.461 -3.583 0.031 0.004 -0.002 0.02
H -0.167 1.579 -4.918 -0.013 -0.050 -0.013 0.00
C -1.343 -4.427 4.668 0.056 -0.083 0.035 0.00
N -2.205 -3.258 4.598 0.044 -0.063 0.093 0.00
C -3.346 -3.117 5.522 -0.112 -0.023 0.077 0.00
C -3.926 -1.734 5.169 0.024 -0.006 0.014 0.00
N -3.065 -1.322 4.047 -0.160 -0.027 0.050 0.00
C -2.098 -2.207 3.817 -0.313 0.391 -0.100 0.00
S -0.850 -2.017 2.642 0.176 1.203 -0.806 0.00
H -0.915 -4.507 5.667 0.031 0.057 -0.014 0.00
H -0.541 -4.352 3.938 -0.011 0.005 -0.006 0.00
H -1.923 -5.330 4.477 -0.029 0.036 -0.067 0.00
H -2.996 -3.176 6.552 0.043 0.016 -0.016 0.00
H -4.057 -3.928 5.365 0.019 -0.001 -0.071 0.00
H -3.840 -1.031 5.996 0.006 0.016 -0.012 0.00
H -4.967 -1.782 4.858 0.000 -0.020 -0.008 0.00
H -3.117 -0.421 3.602 0.106 -0.018 -0.067 0.00
C 5.402 1.338 -4.234 0.077 -0.043 -0.013 0.01
C 4.129 0.562 -4.513 -0.440 0.029 0.542 0.11
C 3.155 1.276 -5.430 0.067 -0.071 -0.147 0.06
Sb 3.124 0.114 -2.548 0.924 -0.066 -0.050 0.48
C 3.371 1.753 -1.091 -0.140 -0.233 -0.305 0.15
C 2.951 3.060 -1.751 -0.054 -0.078 0.024 0.02
C 4.784 1.792 -0.523 -0.047 -0.049 0.019 0.01
C 4.117 -1.705 -1.764 -0.403 0.444 -0.096 0.08
C 3.512 -2.094 -0.423 0.033 -0.070 -0.054 -0.01
C 5.624 -1.493 -1.704 -0.006 -0.088 -0.129 0.02
H 5.954 1.428 -5.174 -0.015 0.002 0.001 0.02
H 6.062 0.836 -3.526 0.027 0.047 -0.007 0.00
H 5.198 2.350 -3.885 0.001 -0.011 0.016 0.00
H 4.339 -0.451 -4.860 0.003 -0.008 0.005 -0.01
H 2.909 2.272 -5.059 -0.033 -0.012 0.010 0.00
H 2.240 0.703 -5.581 -0.026 0.041 -0.004 0.00
H 3.621 1.399 -6.411 0.015 0.027 0.021 0.00
H 2.658 1.486 -0.307 0.015 -0.044 -0.032 -0.08
H 3.629 3.337 -2.560 -0.033 0.027 -0.008 0.00
H 2.985 3.867 -1.014 0.008 -0.002 -0.004 0.00
H 1.935 3.006 -2.145 -0.006 0.064 -0.030 0.00
H 5.537 1.917 -1.301 0.030 -0.002 0.039 0.00
H 5.015 0.900 0.058 0.045 0.020 0.001 0.00
H 4.867 2.655 0.145 -0.011 0.004 -0.009 0.01
H 3.871 -2.448 -2.524 0.008 -0.011 0.001 -0.01
H 3.784 -1.375 0.354 -0.005 -0.012 0.000 0.01
H 3.898 -3.073 -0.128 0.038 0.037 0.052 0.00
H 2.424 -2.157 -0.466 0.001 0.000 0.042 0.01
H 5.904 -0.702 -1.011 0.037 -0.015 -0.015 0.00
H 6.052 -1.278 -2.682 0.032 -0.002 0.021 0.00
H 6.085 -2.420 -1.350 0.011 0.010 -0.011 0.01
N 4.326 1.736 3.984 -0.016 -0.022 -0.011 0.00
C 3.277 1.370 3.248 0.001 0.011 -0.027 0.00
C 2.959 0.011 3.024 0.060 0.000 -0.058 0.00
C 1.839 -0.314 2.313 0.067 0.075 -0.056 0.00
N 0.997 0.600 1.779 -0.768 -0.611 0.447 0.01
C 1.347 1.900 1.915 -0.032 0.049 -0.072 0.00
C 2.431 2.321 2.629 0.149 -0.025 -0.108 0.00
H 4.927 1.054 4.418 0.001 0.005 0.012 0.00
H 4.547 2.705 4.145 0.007 0.003 -0.010 0.00
H 3.588 -0.775 3.421 -0.010 -0.008 -0.003 0.00
H 1.586 -1.351 2.145 0.038 0.002 0.051 0.00
H 0.719 2.623 1.408 -0.063 0.010 0.115 0.00
H 2.642 3.379 2.715 -0.007 0.006 -0.061 0.00
C -0.690 -4.456 -3.845 -0.051 0.061 0.049 0.00
C -1.335 -4.197 -2.489 0.013 -0.044 -0.288 0.00
N -0.756 -3.024 -1.808 0.148 -0.049 -0.130 0.00
C -1.151 -1.766 -1.751 -0.455 0.111 0.013 0.04
S -0.135 -0.659 -0.818 -0.107 0.169 1.652 0.03
N -2.210 -1.238 -2.337 -0.052 0.033 -0.014 0.00
C -3.055 -1.720 -3.448 -0.244 -0.155 0.001 0.00
C -4.442 -2.176 -3.020 0.090 0.036 0.005 0.00
H -1.169 -5.310 -4.323 0.028 -0.026 0.023 0.00
H 0.370 -4.681 -3.732 -0.001 -0.008 -0.028 0.00
H -0.793 -3.597 -4.509 0.028 -0.007 -0.013 0.00
H -1.160 -5.051 -1.835 -0.055 0.054 0.090 0.00
H -2.411 -4.067 -2.576 -0.014 0.023 0.086 0.00
H 0.135 -3.194 -1.364 -0.018 0.064 0.069 0.00
H -2.376 -0.274 -2.067 0.164 0.082 -0.081 0.00
H -2.536 -2.511 -3.979 0.091 0.063 -0.032 0.00
H -3.159 -0.879 -4.133 0.124 -0.001 -0.010 0.00
H -4.405 -3.040 -2.356 -0.027 0.000 0.009 0.00
H -5.005 -2.466 -3.907 -0.020 0.009 0.009 0.00
H -4.987 -1.369 -2.530 -0.002 -0.023 0.029 0.00
```
Forces are in eV/Å.

Results
LUMO level (alpha / beta), eV: -11.5 / -11.6
HOMO energy (alpha / beta), eV: -17.50 / -17.50
2S+1: 2
Charge: +4
⟨S²⟩: 0.7530
Electronic energy, Ha: -3474.02197
Molar mass, Da: 1183.9

Entry 2:
Computed, not measured: a 12-piece molecular cluster, C41H65N12O9 overall, with ωB97M-V/def2-TZVPD.

Structure (XYZ):
```
127
Properties=species:S:1:pos:R:3:forces:R:3:lowdin_charge:R:1
C -64.666 24.778 -6.701 2.215 -2.287 1.730 0.07
C -63.592 23.931 -7.549 -1.496 2.594 -1.668 -0.37
C -62.225 24.675 -7.659 -1.018 -5.990 1.137 -0.12
C -61.682 24.622 -6.311 5.264 1.077 -0.166 -0.16
C -61.270 23.179 -5.994 -3.798 1.801 0.576 -0.07
C -62.429 22.232 -5.833 -1.437 0.374 -0.601 -0.32
N -63.464 22.636 -6.969 -3.695 -4.518 0.538 0.08
O -64.361 21.792 -7.233 3.646 3.180 0.766 0.20
C -63.261 22.306 -4.478 7.739 -4.768 -2.295 0.08
C -61.892 20.834 -6.124 1.408 3.948 -0.336 0.02
C -64.101 23.899 -8.984 -0.748 -1.488 2.292 0.01
H -65.667 24.764 -6.911 -2.410 -0.882 -1.707 0.07
H -64.390 25.755 -6.748 1.149 2.931 -0.487 0.04
H -64.704 24.602 -5.632 0.640 -0.491 0.324 0.07
H -62.281 25.605 -7.933 -1.270 5.232 -1.836 0.08
H -61.600 24.181 -8.440 -0.353 0.008 0.785 0.13
H -62.053 25.365 -5.640 -1.418 -0.407 1.135 0.10
H -60.733 25.244 -6.457 -0.316 -1.197 0.381 0.11
H -60.891 23.011 -5.054 2.444 0.003 1.802 0.11
H -60.880 22.739 -6.842 2.390 -0.225 -1.425 0.09
H -63.898 21.562 -4.423 -4.113 -3.052 -0.267 0.04
H -63.487 23.164 -4.145 -2.115 6.394 2.076 -0.02
H -62.511 21.844 -3.735 -0.486 1.070 -0.882 0.13
H -61.320 20.631 -6.988 0.252 0.366 -1.316 0.08
H -62.614 20.218 -6.000 -5.023 -4.479 0.081 0.04
H -61.294 20.572 -5.334 1.959 -0.206 2.192 0.05
H -64.131 24.894 -9.249 0.773 1.825 -1.801 0.08
H -65.034 23.500 -9.189 -3.128 -0.026 0.912 0.07
H -63.743 23.038 -9.425 2.949 -0.849 -2.196 0.07
N -65.586 29.168 -6.354 1.387 4.272 3.875 -0.04
C -65.916 30.287 -5.407 4.449 -1.378 -1.694 -0.07
C -64.561 30.925 -4.985 -2.307 -0.710 -1.980 -0.08
C -63.469 30.178 -5.735 -4.815 -1.880 0.261 -0.09
C -64.228 29.091 -6.428 2.015 -0.545 -0.260 -0.19
H -66.319 28.542 -6.646 0.557 -0.228 -0.171 0.12
H -67.000 30.222 -5.371 0.233 1.475 1.056 0.07
H -64.440 31.976 -4.391 -0.457 -3.091 -1.524 0.12
H -62.364 30.266 -5.634 -1.336 -0.084 -0.226 0.08
H -63.908 28.112 -6.940 0.261 2.092 0.655 0.10
N -66.723 24.950 -13.246 2.393 -1.190 -0.506 -0.05
C -66.214 25.177 -14.584 1.877 -2.728 2.197 -0.06
C -64.986 24.223 -14.772 -10.286 1.666 13.529 -0.01
C -64.823 23.466 -13.426 -2.739 2.421 -0.436 -0.06
C -65.892 24.011 -12.541 2.002 0.432 -6.432 -0.13
H -67.527 25.448 -12.786 1.511 -0.751 -0.966 0.15
H -66.793 25.969 -15.164 1.358 -1.482 0.495 0.11
H -64.507 24.246 -15.530 6.247 -0.124 -9.489 -0.07
H -64.110 22.588 -13.093 -1.500 2.265 -0.952 0.09
H -66.046 23.703 -11.587 -0.831 -0.574 2.560 0.03
N -65.889 26.726 -1.673 -2.652 1.022 2.311 -0.10
C -65.465 25.749 -0.877 3.235 -3.016 3.377 -0.22
C -64.336 25.041 -1.540 -0.515 0.645 -0.947 -0.11
C -64.293 25.627 -2.958 -2.009 1.723 3.890 -0.10
C -65.263 26.779 -2.886 0.406 -0.608 -2.196 -0.14
H -66.720 27.232 -1.117 2.513 -0.614 -3.053 0.22
H -65.885 25.723 0.386 1.529 -0.093 -4.500 0.19
H -63.485 24.220 -1.138 -3.035 2.429 -0.995 0.13
H -63.566 25.269 -3.719 -0.872 0.957 0.568 0.04
H -65.694 27.621 -3.620 1.528 -2.334 1.486 0.13
N -65.854 19.216 -11.677 2.694 1.223 0.768 -0.03
C -66.509 18.805 -10.559 7.204 3.119 3.386 -0.08
C -65.596 19.109 -9.275 -1.887 0.172 -6.800 -0.03
C -64.421 19.803 -9.826 -7.874 -4.097 -7.290 -0.09
C -64.549 19.830 -11.373 -2.744 -1.142 3.709 -0.05
H -66.152 19.143 -12.681 0.188 -0.016 1.779 0.17
H -67.344 18.277 -10.551 -3.630 -2.101 -0.244 0.04
H -66.043 18.783 -8.341 0.840 0.432 0.122 0.06
H -63.768 20.154 -9.236 5.363 2.692 3.653 -0.04
H -64.029 20.292 -12.224 -0.033 -0.248 0.937 0.07
N -56.999 26.312 -8.325 -1.204 -1.832 -0.391 -0.03
C -56.495 25.830 -9.509 1.451 -1.246 -2.141 -0.14
C -57.400 24.845 -10.185 -0.612 3.227 4.944 -0.07
C -58.529 24.843 -9.180 -0.233 -0.055 -0.663 -0.13
C -58.211 25.691 -8.031 -0.913 -1.517 -0.699 -0.14
H -56.565 26.975 -7.681 0.038 -0.561 -0.596 0.15
H -55.383 26.137 -9.734 -2.630 -0.631 0.075 0.13
H -57.444 24.241 -11.116 0.769 1.146 0.799 0.07
H -59.563 24.290 -9.502 2.724 1.467 1.594 0.10
H -58.632 25.716 -6.928 0.717 0.306 -2.843 0.11
N -58.945 20.175 -1.933 0.522 1.944 2.858 -0.10
C -58.623 20.684 -3.183 -1.642 -3.924 -1.861 -0.11
C -59.109 19.503 -4.095 -1.351 0.476 1.128 -0.08
C -59.881 18.448 -3.271 6.576 9.671 4.344 -0.02
C -59.633 18.985 -1.853 -0.328 -0.612 -4.698 -0.13
H -58.677 20.745 -1.000 -0.924 -1.989 -3.067 0.21
H -58.185 21.754 -3.313 -0.732 -2.590 0.066 0.12
H -59.088 19.365 -5.257 0.236 0.821 2.479 0.08
H -60.472 17.703 -3.505 -2.452 -3.789 -1.409 0.01
H -59.908 18.559 -0.907 -0.001 0.018 0.182 0.09
N -61.227 17.123 -9.728 1.330 3.421 2.085 0.00
C -60.811 16.252 -8.804 3.848 -0.753 3.205 -0.12
C -59.791 16.906 -7.860 -5.544 2.438 -6.275 -0.04
C -59.824 18.363 -8.230 -3.360 -5.145 -2.924 -0.06
C -60.770 18.420 -9.390 3.374 -2.083 3.832 -0.10
H -61.966 17.049 -10.365 -1.063 -0.553 -0.899 0.12
H -61.007 15.131 -8.784 0.037 1.899 -0.418 0.12
H -59.427 16.296 -7.147 1.699 -1.269 2.495 0.02
H -59.305 19.131 -7.744 0.525 1.093 0.274 0.04
H -61.078 19.336 -9.758 -0.924 1.091 -1.350 0.04
C -59.547 28.409 -2.905 -2.617 -2.785 -2.255 0.08
N -59.364 27.728 -4.235 1.933 -3.465 -3.481 -0.39
O -58.180 27.505 -4.781 -4.690 1.248 2.565 -0.01
O -60.426 27.374 -4.771 2.126 0.611 0.338 0.01
H -58.740 27.999 -2.337 0.505 1.059 0.855 0.10
H -60.621 27.998 -2.682 2.229 1.076 0.343 0.14
H -59.662 29.309 -3.463 0.479 2.200 1.583 0.10
C -66.023 29.376 -10.275 4.790 -3.876 8.461 0.08
N -65.580 27.996 -10.462 1.152 -1.616 -0.840 -0.33
O -64.814 27.633 -9.555 -1.192 -0.982 -1.675 0.04
O -65.905 27.369 -11.535 1.131 1.911 4.107 0.06
H -66.818 29.455 -9.713 -4.215 0.102 2.775 0.07
H -66.093 29.655 -11.093 -2.618 4.825 -13.835 -0.02
H -65.258 30.043 -9.940 0.954 -0.390 1.148 0.13
C -63.008 20.255 -1.339 1.547 -1.667 -2.157 0.02
N -62.788 19.290 -0.273 -0.644 -1.409 -0.908 -0.47
O -62.753 18.102 -0.550 0.204 0.359 -0.048 0.06
O -62.723 19.755 0.820 0.399 0.387 1.979 0.09
H -63.952 20.080 -1.768 -1.311 -0.562 -0.482 0.09
H -62.240 20.024 -2.147 -0.702 0.791 1.165 0.11
H -63.051 21.168 -0.856 0.562 2.081 0.422 0.07
C -59.364 22.003 -11.289 0.525 1.382 0.546 0.07
N -60.699 21.912 -10.565 -1.241 1.075 -1.793 -0.42
O -60.674 21.972 -9.377 0.551 -0.240 2.332 0.02
O -61.777 21.889 -11.175 1.832 -0.299 -0.202 0.04
H -59.618 22.073 -12.364 0.562 0.249 0.744 0.11
H -58.829 21.118 -11.036 0.037 -1.163 -0.124 0.08
H -58.619 22.790 -10.769 -2.494 -1.312 -1.388 0.10
```
Forces are in eV/Å.

Results
LUMO level, eV: -5.2
HOMO energy, eV: -9.34
2S+1: 1
Charge: +1
Electronic energy, Ha: -2933.82663
Molar mass, Da: 870.0